DFT (ωB97M-V/def2-TZVPD) results for 2 unconnected molecules or ions with the total composition C9H15FNO2S.

```
! RIJCOSX wB97M-V def2-TZVPD def2/J DEFGRID3
* xyz 1 1
S -0.52480 -2.19940 1.37815
F 0.42508 2.01914 -2.37150
O -0.93845 -3.43761 1.93673
O -1.34407 -1.02941 1.26468
N 1.49429 -0.42200 1.65560
C -1.41737 1.09989 -1.25261
C 0.89073 -1.61725 2.32869
C 2.75763 -0.58690 0.78523
C -0.91007 2.02729 -2.13792
C -3.60805 2.01285 -1.62026
C -1.70688 2.94886 -2.78236
C -3.07027 2.92917 -2.51517
C 3.32751 -1.98600 0.75032
C -2.77741 1.10094 -0.98454
H 0.75427 0.00226 1.08002
H 1.67842 0.28344 2.36950
H 0.44716 -1.28749 3.26901
H 0.03799 -2.41027 0.15695
H 3.57502 -2.37099 1.73922
H -3.18164 0.38617 -0.28026
H 3.48120 0.12453 1.17624
H 4.26253 -1.93420 0.19292
H 1.60708 -2.41054 2.51079
H -0.75003 0.39394 -0.77527
H 2.46539 -0.25257 -0.20856
H -3.71586 3.64113 -3.01164
H -1.26768 3.65601 -3.47199
H 2.67802 -2.69414 0.23462
H -4.66974 2.01317 -1.41657
*
```

The HOMO energy is -11.74 eV. For the HOMO-LUMO gap, the calculation gives 8.1 eV. As for the energy relative to the best compared isomer or geometry (same formula, charge and spin): 0.0 kJ/mol. The LUMO energy comes out at -3.601 eV.